[1]
Entry from the Open Molecules 2025 dataset: a structure of composition C24H26BF2N4O3ReSSi (ωB97M-V with the def2-TZVPD basis set).

The multiplicity is 2. The expectation value of S² is 0.76. Its calculated total energy is -64368.0990 eV. The calculation puts the HOMO-LUMO gap (alpha / beta) at 6.96 / 7.14 eV. For the relative energy (zero: lowest compared OMol25 entry of this formula, charge and spin), the calculation gives 0.00 kcal per mole. Its charge is +1.

CARTESIAN COORDINATES (ANGSTROEM)
1 Re 0.1538 1.0751 1.0969
2 O 1.1996 1.1424 -0.7391
3 C 0.4830 0.2062 -1.2523
4 N 0.4750 -0.3360 -2.4517
5 C -0.5931 -1.3604 -2.5136
6 C -1.2238 -1.2036 -1.0879
7 O -2.1772 -1.7890 -0.6627
8 N -0.4372 -0.2890 -0.4167
9 C -1.5839 -1.0024 -3.6102
10 C -2.4804 0.0432 -3.4078
11 C -3.3432 0.4275 -4.4208
12 C -3.3146 -0.2276 -5.6445
13 C -2.4195 -1.2662 -5.8512
14 C -1.5555 -1.6550 -4.8368
15 C -0.0257 -2.7699 -2.6132
16 C -0.9124 -3.8435 -2.5540
17 C -0.4378 -5.1405 -2.6364
18 C 0.9237 -5.3813 -2.7819
19 C 1.8062 -4.3168 -2.8397
20 C 1.3339 -3.0119 -2.7521
21 H 0.9864 0.0105 -3.2471
22 H -2.5157 0.5598 -2.4548
23 H -4.0427 1.2354 -4.2524
24 H -3.9922 0.0698 -6.4335
25 H -2.3939 -1.7806 -6.8025
26 H -0.8657 -2.4724 -5.0015
27 H -1.9726 -3.6562 -2.4432
28 H -1.1334 -5.9679 -2.5910
29 H 1.2914 -6.3962 -2.8515
30 H 2.8670 -4.4946 -2.9562
31 H 2.0382 -2.1919 -2.7958
32 N 4.0015 5.9692 4.4924
33 C 4.0900 5.6506 3.1918
34 S 5.0676 6.4076 2.1197
35 C 3.1685 4.5694 2.7357
36 C 1.8688 4.4697 3.2239
37 C 1.0262 3.5009 2.7225
38 N 1.4368 2.6067 1.8083
39 C 2.7020 2.6857 1.3451
40 C 3.5762 3.6571 1.7674
41 H 4.6022 6.6937 4.8515
42 H 3.5084 5.3897 5.1505
43 H 1.4858 5.1749 3.9482
44 H -0.0040 3.4307 3.0402
45 H 2.9909 1.9516 0.6062
46 H 4.5715 3.7194 1.3518
47 C -2.8872 -1.1856 3.4760
48 Si -1.0504 -1.0355 3.4281
49 C -0.2385 -2.4110 2.4889
50 C -0.2603 -0.6823 5.0640
51 O -0.7363 0.3967 2.4898
52 H -3.1846 -2.0945 4.0033
53 H -3.2747 -1.2486 2.4567
54 H -3.3539 -0.3386 3.9806
55 H -0.2308 -3.3230 3.0908
56 H 0.8003 -2.1848 2.2360
57 H -0.7928 -2.6206 1.5712
58 H -0.4865 -1.4910 5.7626
59 H -0.6400 0.2442 5.4981
60 H 0.8255 -0.6114 4.9788
61 F -1.9222 2.3802 -0.6907
62 B -1.2455 2.5184 0.4446
63 F -1.5522 3.5932 1.1711


[2]
Entry from the Open Molecules 2025 dataset: a structure of composition C24H26BF5N8OS2V at a distorted geometry (ωB97M-V with the def2-TZVPD basis set).

The multiplicity is 2. The expectation value of S² is 0.77. Its calculated total energy is -100886.3955 eV. The calculation puts the HOMO-LUMO gap (alpha / beta) at 5.28 / 5.25 eV. For the relative energy (zero: lowest compared OMol25 entry of this formula, charge and spin), the calculation gives 36.89 kcal per mole. Its charge is +2.

CARTESIAN COORDINATES (ANGSTROEM)
1 V 0.1094 -0.0642 -0.5992
2 C 4.3308 -0.3393 -0.8026
3 C 3.2029 0.4628 -0.8164
4 N 2.1304 -0.2622 -0.4694
5 N 2.5506 -1.5329 -0.2209
6 C 3.8722 -1.5923 -0.4324
7 B 1.5693 -2.6203 0.3574
8 N 0.7845 -1.9191 1.5245
9 C 0.6879 -2.2719 2.8125
10 C -0.1118 -1.3525 3.4713
11 C -0.4787 -0.4416 2.4946
12 N 0.0618 -0.7900 1.3180
13 N 0.5014 -2.9718 -0.7263
14 C 0.1819 -4.1072 -1.3638
15 C -0.9138 -3.8723 -2.1802
16 C -1.2161 -2.5363 -1.9966
17 N -0.3709 -1.9946 -1.1109
18 N 2.3503 -3.7734 0.8924
19 C 3.3686 -3.7130 1.8050
20 C 3.7009 -4.9916 2.1475
21 C 2.8182 -5.7955 1.3940
22 N 2.0089 -5.0687 0.6539
23 H 5.3427 -0.0561 -1.0317
24 H 3.1002 1.5039 -1.0767
25 H 4.4046 -2.5195 -0.3021
26 H 1.1838 -3.1558 3.1787
27 H -0.3853 -1.3524 4.5112
28 H -1.1010 0.4359 2.5717
29 H 0.7428 -5.0027 -1.1612
30 H -1.4206 -4.5841 -2.8071
31 H -1.9841 -1.9338 -2.4555
32 H 3.7660 -2.7712 2.1496
33 H 4.4654 -5.3074 2.8354
34 H 2.7475 -6.8710 1.3656
35 C -1.3468 4.5012 2.1555
36 C -2.4558 4.5656 1.1147
37 C -2.1013 3.8363 -0.1806
38 S -2.0687 2.0484 0.0783
39 O -0.8540 1.5853 -0.8320
40 C -3.5630 1.4897 -0.7552
41 C -4.7428 1.4840 0.2189
42 C -4.5406 0.5944 1.4409
43 H -1.6515 4.9960 3.0754
44 H -0.4433 4.9940 1.7941
45 H -1.0890 3.4704 2.4133
46 H -2.6588 5.6018 0.8395
47 H -3.3949 4.1784 1.5185
48 H -1.0865 4.0638 -0.5130
49 H -2.7957 4.0393 -0.9956
50 H -3.3303 0.4813 -1.1004
51 H -3.7324 2.1293 -1.6214
52 H -5.5982 1.1337 -0.3613
53 H -4.9889 2.5070 0.5129
54 H -4.1300 -0.3781 1.1588
55 H -5.4917 0.4125 1.9371
56 H -3.8736 1.0455 2.1775
57 F -2.2886 0.9832 -7.7062
58 C -1.5931 0.7748 -6.6228
59 C -0.2268 0.5185 -6.7115
60 F 0.3576 0.4903 -7.8897
61 C 0.4935 0.2961 -5.5584
62 F 1.7812 0.0553 -5.6567
63 C -0.1167 0.3370 -4.2792
64 S 0.8723 0.0811 -2.9224
65 C -1.5001 0.5878 -4.2442
66 F -2.1295 0.5890 -3.0679
67 C -2.2336 0.8046 -5.3792
68 F -3.5330 1.0340 -5.3136


[3]
Entry from the Open Molecules 2025 dataset: a structure of composition C24H26CsN6O9S at a distorted geometry (ωB97M-V with the def2-TZVPD basis set).

Its calculated total energy is -64059.9961 eV. The calculation puts the HOMO-LUMO gap at 5.46 eV. For the relative energy (zero: lowest compared OMol25 entry of this formula, charge and spin), the calculation gives 37.36 kcal per mole. Its charge is -1.

CARTESIAN COORDINATES (ANGSTROEM)
1 Cs 0.0537 0.4492 0.0760
2 C 3.5871 -0.3535 4.4004
3 C 2.6291 -0.1576 3.3911
4 N 2.6833 -0.7506 2.2206
5 C 3.7057 -1.5884 1.9714
6 C 4.7150 -1.8547 2.9148
7 C 4.6305 -1.2050 4.1579
8 C 5.7808 -2.7587 2.5920
9 C 5.8302 -3.3628 1.3875
10 C 4.8219 -3.1178 0.3973
11 C 4.8420 -3.7341 -0.8669
12 C 3.8436 -3.4609 -1.7599
13 C 2.8239 -2.5637 -1.3893
14 N 2.7864 -1.9698 -0.2156
15 C 3.7614 -2.2372 0.6725
16 H 3.4912 0.1678 5.3437
17 H 1.7866 0.5065 3.5390
18 H 5.3945 -1.3862 4.9057
19 H 6.5440 -2.9434 3.3392
20 H 6.6353 -4.0463 1.1427
21 H 5.6458 -4.4200 -1.1112
22 H 3.8135 -3.9217 -2.7379
23 H 2.0026 -2.3600 -2.0698
24 N -5.3929 1.3984 0.7176
25 C -4.7260 2.1619 -0.3927
26 C -3.2858 1.6973 -0.4846
27 N -2.5715 1.7851 0.7689
28 C -3.2356 1.1584 1.8795
29 C -4.6933 1.6028 2.0278
30 H -5.3658 0.3917 0.4823
31 H -6.3735 1.6577 0.7821
32 H -4.7821 3.2189 -0.1253
33 H -5.2319 1.9714 -1.3435
34 H -2.8132 2.2910 -1.2666
35 H -3.2610 0.6661 -0.8598
36 H -2.2103 2.7029 1.0076
37 H -2.6876 1.3802 2.7935
38 H -3.2222 0.0675 1.7483
39 H -4.7433 2.6697 2.2467
40 H -5.2273 1.0435 2.7966
41 O 0.1615 -2.9885 -2.9633
42 C -0.6568 -2.2871 -2.3482
43 O -0.4717 -1.1926 -1.7586
44 C -2.0952 -2.8145 -2.3127
45 C -2.4925 -3.8478 -3.1527
46 C -3.8078 -4.2988 -3.1655
47 C -4.7488 -3.7299 -2.3263
48 C -4.3286 -2.7157 -1.4749
49 C -3.0237 -2.2449 -1.4639
50 N -5.2920 -2.1082 -0.5861
51 O -6.4690 -2.3671 -0.6936
52 O -4.8552 -1.3664 0.3034
53 H -1.7402 -4.2793 -3.7992
54 H -4.1026 -5.0944 -3.8373
55 H -5.7797 -4.0500 -2.3184
56 H -2.7253 -1.4361 -0.8184
57 O -5.1427 1.2769 -3.2205
58 N -4.2103 1.6511 -3.9832
59 O -3.3547 2.4196 -3.5087
60 C 0.2836 2.9591 4.4384
61 S 0.2045 2.7257 2.6660
62 O -0.8698 3.6159 2.2303
63 O 1.5204 3.0555 2.1517
64 O -0.1376 1.3095 2.4700
65 H 0.3041 4.0281 4.6371
66 H 1.1900 2.4901 4.8165
67 H -0.5966 2.5040 4.8875


[4]
Entry from the Open Molecules 2025 dataset: the molecule C24H26FN5O3 (ωB97M-V with the def2-TZVPD basis set).

The structure (SMILES) is O=C(NCc1cccnc1)C(=O)NC[C@@H](c1ccco1)N1CCN(c2ccccc2F)CC1. Its calculated total energy is -41620.6065 eV. The calculation puts the HOMO-LUMO gap at 8.34 eV. For the relative energy (zero: lowest compared OMol25 entry of this formula, charge and spin), the calculation gives 6.50 kcal per mole.

CARTESIAN COORDINATES (ANGSTROEM)
1 O 1.1187 0.1116 2.0207
2 C 1.1861 -1.0616 1.6978
3 N 2.3067 -1.7627 1.5049
4 C 3.6249 -1.1931 1.5812
5 C 4.4040 -1.3039 0.2985
6 C 5.7666 -1.0237 0.2854
7 C 6.4646 -1.1062 -0.9064
8 C 5.7694 -1.4723 -2.0498
9 N 4.4771 -1.7436 -2.0501
10 C 3.8147 -1.6598 -0.9101
11 C -0.0735 -1.9042 1.4643
12 O -0.0155 -3.0714 1.1199
13 N -1.1736 -1.1902 1.7186
14 C -2.5132 -1.5947 1.3929
15 C -2.9128 -1.0667 -0.0056
16 C -4.3938 -1.1520 -0.2292
17 C -5.4663 -0.7352 0.5069
18 C -6.6181 -1.0405 -0.2586
19 C -6.1628 -1.6161 -1.4025
20 O -4.8217 -1.6843 -1.3952
21 N -2.3569 0.2630 -0.2010
22 C -2.9020 1.3487 0.5884
23 C -1.7947 2.4142 0.7296
24 N -0.9715 2.4422 -0.4655
25 C 0.3884 2.2160 -0.3854
26 C 1.0963 1.4569 -1.3229
27 C 2.4689 1.3135 -1.2566
28 C 3.1939 1.9063 -0.2393
29 C 2.5266 2.6698 0.7032
30 C 1.1616 2.8252 0.6135
31 F 0.5679 3.6449 1.5215
32 C -1.7163 2.0984 -1.6485
33 C -2.2404 0.6499 -1.5935
34 H 2.1883 -2.7331 1.2393
35 H 3.4832 -0.1342 1.8305
36 H 4.1903 -1.6672 2.3936
37 H 6.2689 -0.7409 1.2002
38 H 7.5213 -0.8923 -0.9476
39 H 6.2651 -1.5524 -3.0080
40 H 2.7576 -1.8825 -0.9711
41 H -0.9993 -0.2040 1.8797
42 H -2.5462 -2.6858 1.3904
43 H -3.1955 -1.2203 2.1587
44 H -2.4300 -1.7035 -0.7565
45 H -5.4518 -0.2721 1.4722
46 H -7.6373 -0.8551 0.0111
47 H -6.6696 -2.0032 -2.2637
48 H -3.8030 1.7805 0.1221
49 H -3.1839 0.9886 1.5768
50 H -1.1666 2.1706 1.5857
51 H -2.2440 3.4008 0.9007
52 H 0.5651 0.9589 -2.1174
53 H 2.9734 0.7206 -2.0049
54 H 4.2651 1.7846 -0.1848
55 H 3.0524 3.1658 1.5041
56 H -1.1025 2.2594 -2.5344
57 H -2.5627 2.7923 -1.7016
58 H -3.2027 0.5862 -2.1310
59 H -1.5389 -0.0401 -2.0713